# 1
The following is a quantum chemistry calculation of a molecular structure, C27H37BCrN5O, from the OMol25 dataset.

The geometry in XYZ format:
```
72
Properties=species:S:1:pos:R:3:mulliken_charge:R:1
Cr 0.23706 0.06239 -0.00795 -0.148
B 1.51418 -2.46294 -2.40659 -0.341
N 0.14443 -2.70433 -1.70557 -0.139
C -0.55163 -3.83436 -1.89279 -0.388
C -1.78099 -3.70874 -1.27706 -1.113
C -1.74214 -2.43063 -0.71865 -0.450
N -0.58487 -1.83211 -0.98584 0.834
N 2.36804 -1.27700 -1.80696 -0.158
C 3.61512 -1.05504 -2.23415 -0.486
C 4.14564 0.03013 -1.55666 -1.127
C 3.11708 0.42222 -0.70794 -0.834
N 2.05381 -0.37604 -0.85627 1.625
H 1.33330 -2.21211 -3.58001 -0.148
H 2.17012 -3.47372 -2.27402 -0.159
H -0.12135 -4.64672 -2.45324 0.428
H -2.57352 -4.43403 -1.22867 0.411
H -2.48311 -1.92378 -0.12289 0.331
H 4.04201 -1.69366 -2.98827 0.422
H 5.12372 0.46326 -1.66043 0.423
H 3.08255 1.23098 0.00402 0.559
C -0.22008 0.73737 -3.56967 -1.400
C -0.21292 2.24296 -3.30682 0.528
C 1.06617 2.72498 -2.62002 -1.288
C -1.44329 2.74321 -2.57848 0.525
C -2.24042 3.68624 -3.21532 -0.842
C -3.36464 4.23032 -2.61445 -1.220
C -3.68248 3.81455 -1.33190 -0.812
C -2.91678 2.87954 -0.64729 0.360
C -3.33440 2.49215 0.75378 0.330
C -2.29618 2.89359 1.80326 -1.315
C -3.71481 1.01466 0.83621 -0.798
C -1.77857 2.31158 -1.26904 -0.204
O -1.06913 1.38625 -0.65262 0.267
H 0.67864 0.43605 -4.11257 0.424
H -1.08982 0.46130 -4.16949 0.453
H -0.27090 0.15345 -2.65241 0.185
H -0.23488 2.72291 -4.29274 0.517
H 1.09461 2.40433 -1.57864 -0.047
H 1.10917 3.81620 -2.62812 0.434
H 1.95469 2.33635 -3.12263 0.384
H -1.96287 3.99902 -4.21708 0.348
H -3.97203 4.96355 -3.12926 0.342
H -4.55229 4.23016 -0.83222 0.336
H -4.24292 3.06717 0.96999 0.534
H -1.34233 2.40109 1.62746 -0.053
H -2.63415 2.62712 2.80788 0.411
H -2.13067 3.97253 1.77299 0.404
H -2.87624 0.38952 0.53265 -0.385
H -4.54862 0.79735 0.16545 0.422
H -4.00893 0.74248 1.85305 0.430
C 3.13274 -3.07830 3.88193 -0.986
N 3.17002 -2.41171 2.59913 0.072
C 2.42693 -3.17240 1.61110 -0.602
C 2.77912 -0.99620 2.66283 -1.212
C 1.32833 -0.73209 3.01174 1.484
C 0.97818 -0.80170 4.36148 -0.614
C -0.34130 -0.70953 4.77925 -0.778
C -1.33039 -0.54505 3.82334 -0.951
C -0.96772 -0.42839 2.48701 0.628
C 0.35594 -0.48598 2.02138 -0.046
H 3.57777 -4.07132 3.77943 0.327
H 2.11503 -3.20756 4.28290 0.341
H 3.71819 -2.51722 4.61415 0.305
H 2.89664 -4.15094 1.48449 0.428
H 2.44562 -2.65747 0.65539 -0.076
H 1.37181 -3.32534 1.88665 0.303
H 3.01834 -0.54970 1.69807 -0.210
H 3.42839 -0.53529 3.41518 0.675
H 1.76073 -0.93664 5.10177 0.363
H -0.59015 -0.76988 5.83215 0.361
H -2.37364 -0.48303 4.11335 0.425
H -1.77297 -0.25602 1.77523 -0.048
```

Output
energy above the lowest of the compared OMol25 structures with the same formula, charge and spin	0.000	eV
largest force on an atom	0.010	Eh/bohr
total charge	-1
electronic energy	-2469.49374	a.u.
LUMO level (spin up / spin down)	2.92 / 2.90	eV
multiplicity	5
HOMO level (spin up / spin down)	-4.15 / -4.81	eV

***

# 2
The following is a quantum chemistry calculation of a molecular structure, C27H37Cl2N4O2RuSi4Te, from the OMol25 dataset.

The geometry in XYZ format:
```
78
Properties=species:S:1:pos:R:3:mulliken_charge:R:1
Ru 0.12580 -0.04363 -2.79486 0.926
Cl -5.37090 3.92685 -2.06012 -0.193
C -3.73356 3.39572 -2.21202 0.128
C -3.49525 2.04502 -2.42317 -0.519
C -2.18834 1.59940 -2.52665 -0.462
N -1.78507 0.24882 -2.72388 -0.030
C -2.63483 -0.82359 -2.85538 0.096
O -3.83723 -0.83271 -2.74147 -0.671
C -1.88162 -2.09788 -3.18679 0.478
C -2.56516 -3.27552 -3.39260 -0.710
C -1.84114 -4.41807 -3.70302 -0.310
C -0.46113 -4.33894 -3.79124 -0.963
C 0.15248 -3.11942 -3.56834 0.128
N -0.53983 -2.01758 -3.27328 0.173
C -1.12282 2.49635 -2.43682 -0.118
C -1.36058 3.84160 -2.23601 -0.556
C -2.67410 4.28562 -2.11762 0.130
Cl -2.93867 5.96620 -1.83380 -0.192
N 0.15714 1.88519 -2.57185 -0.132
C 1.34881 2.52810 -2.54423 0.156
O 1.57047 3.70096 -2.32253 -0.691
C 2.50262 1.58288 -2.84800 0.523
C 3.79431 2.06395 -2.90363 -0.646
C 4.82185 1.18321 -3.19996 -0.367
C 4.52472 -0.15310 -3.42943 -0.918
C 3.20985 -0.56411 -3.34878 0.082
N 2.21172 0.28175 -3.06590 0.211
H -4.31926 1.35396 -2.48968 0.690
H -3.64280 -3.26490 -3.30625 0.524
H -2.34800 -5.35817 -3.87429 0.467
H 0.14007 -5.20408 -4.03074 0.472
H 1.22785 -3.01708 -3.61830 0.267
H -0.54362 4.53980 -2.15979 0.699
H 3.95297 3.11676 -2.71573 0.520
H 5.84429 1.53268 -3.25366 0.464
H 5.29673 -0.87110 -3.66576 0.474
H 2.93619 -1.59772 -3.51011 0.249
C -2.70247 1.02028 0.86390 -0.307
Si -1.25431 1.48577 1.96696 0.294
C -0.29952 2.95835 1.34836 -0.708
C -1.85293 1.77629 3.71261 -1.081
Si 0.18562 -0.34169 2.01402 -0.002
Te 0.94840 -1.07084 -0.26298 0.106
Si 2.35000 0.10344 2.89679 0.181
C 2.09752 0.96235 4.53150 -0.976
C 3.25567 1.22841 1.70288 -0.855
C 3.28783 -1.49566 3.11722 -1.067
Si -0.69838 -2.37107 2.86085 0.322
C 0.34989 -3.82470 2.34027 -0.981
C -0.67262 -2.16675 4.71575 -0.990
C -2.44525 -2.58475 2.24425 -0.994
H -3.39644 1.85646 0.75074 0.429
H -3.25885 0.18207 1.28733 0.345
H -2.37234 0.72659 -0.13622 -0.455
H -0.95582 3.82438 1.22727 0.397
H 0.16215 2.75845 0.38466 -0.026
H 0.49063 3.23674 2.05074 0.398
H -2.52221 2.64042 3.72670 0.384
H -1.03948 1.97305 4.41336 0.301
H -2.41565 0.91697 4.08568 0.281
H 1.56815 1.90909 4.40268 0.267
H 3.06241 1.18259 4.99575 0.407
H 1.52343 0.34653 5.22718 0.309
H 2.71641 2.16564 1.54596 0.249
H 3.39288 0.75255 0.72658 0.163
H 4.24800 1.47316 2.09112 0.418
H 2.81869 -2.12715 3.87497 0.266
H 4.31074 -1.29173 3.44410 0.409
H 3.34099 -2.06406 2.18590 0.313
H 1.38052 -3.72337 2.68521 0.249
H 0.36856 -3.94559 1.25545 0.299
H -0.05820 -4.74311 2.77076 0.374
H 0.34828 -2.05818 5.08966 0.254
H -1.11168 -3.04509 5.19618 0.410
H -1.24238 -1.29200 5.03738 0.290
H -2.49520 -2.57637 1.15308 0.272
H -3.10007 -1.79506 2.61772 0.281
H -2.84696 -3.53961 2.59339 0.397
```

Output
largest force on an atom	0.015	Eh/bohr
total charge	+1
electronic energy	-3861.78034	a.u.
LUMO level (spin up / spin down)	-3.16 / -5.43	eV
multiplicity	5
HOMO level (spin up / spin down)	-10.20 / -10.66	eV

***

# 3
The following is a quantum chemistry calculation of a molecular structure, C27H37F3NRhSSb, from the OMol25 dataset.

The geometry in XYZ format:
```
71
Properties=species:S:1:pos:R:3:mulliken_charge:R:1
Rh 0.11056 0.74045 0.78734 -0.233
C -2.23733 -4.61222 0.15824 -2.049
C -3.64335 -4.24729 0.63592 1.983
C -4.67009 -4.71047 -0.40994 -1.636
C -3.91869 -4.96633 1.96486 -1.652
C -3.79613 -2.75297 0.84285 0.312
C -5.04257 -2.27734 1.29215 -0.504
C -5.29690 -0.94018 1.48952 -1.391
C -4.27527 -0.03836 1.24639 1.309
S -4.29768 1.68826 1.40121 -0.341
C -2.62660 1.71720 0.92462 1.050
N -2.10935 0.53586 0.64791 -0.198
C -3.00510 -0.48110 0.81998 -1.467
C -2.77659 -1.84368 0.61843 0.239
C -1.83612 2.91513 0.89585 0.853
C -2.35056 4.15401 1.29819 -0.928
C -1.53599 5.26517 1.30332 -0.746
C -0.20833 5.16564 0.89073 -0.841
C 0.29598 3.95289 0.44834 0.325
C -0.48417 2.80473 0.48703 -0.172
H -2.15426 -5.69001 0.04976 0.464
H -1.48852 -4.28932 0.87851 0.418
H -2.02942 -4.16003 -0.80919 0.395
H -4.55838 -5.77695 -0.58771 0.445
H -4.52355 -4.18385 -1.35022 0.382
H -5.68744 -4.53007 -0.07378 0.358
H -3.75101 -6.03297 1.84823 0.467
H -4.94453 -4.82632 2.29083 0.346
H -3.25988 -4.59729 2.74686 0.388
H -5.83163 -2.97977 1.50693 0.412
H -6.25810 -0.59905 1.83699 0.414
H -1.79103 -2.14411 0.29816 0.462
H -3.38769 4.22038 1.59895 0.457
H -1.92924 6.22150 1.61370 0.411
H 0.42850 6.03876 0.91158 0.430
H 1.32049 3.91156 0.08885 0.226
C 4.65439 3.40809 -0.86249 -1.419
C 4.65521 1.91782 -0.61122 0.385
C 5.28169 1.52623 0.70639 -1.346
Sb 2.52714 1.17685 -0.64552 0.475
C 1.91573 1.20899 -2.78634 0.373
C 1.05471 2.43940 -3.01592 -1.223
C 3.11753 1.15957 -3.70563 -1.460
C 2.72742 -1.01357 -0.26831 0.321
C 3.79835 -1.66026 -1.12453 -1.497
C 1.35051 -1.61687 -0.47308 -0.997
H 5.67787 3.76532 -0.96763 0.455
H 4.19761 3.94328 -0.03098 0.315
H 4.11983 3.65636 -1.77900 0.321
H 5.11617 1.38313 -1.44331 0.362
H 4.78477 2.02250 1.53930 0.316
H 6.33123 1.82098 0.71723 0.450
H 5.23402 0.44870 0.86344 0.313
H 1.30382 0.31221 -2.92432 0.418
H 1.63002 3.35285 -2.86758 0.277
H 0.20325 2.44649 -2.33145 0.208
H 0.67786 2.44135 -4.03779 0.456
H 3.73187 2.05126 -3.60333 0.265
H 2.77268 1.10862 -4.73796 0.478
H 3.73734 0.28492 -3.51643 0.275
H 3.00407 -1.09310 0.78505 0.443
H 3.55988 -1.60115 -2.18607 0.296
H 3.88680 -2.71436 -0.86066 0.480
H 4.76933 -1.19610 -0.95269 0.323
H 1.07011 -1.64490 -1.52554 0.355
H 0.57108 -1.01071 0.07910 0.010
H 1.30945 -2.62953 -0.07654 0.617
F 0.38142 1.08848 3.70235 -0.226
C 0.96740 0.42167 2.68706 0.309
F 1.19652 -0.83877 3.11856 -0.230
F 2.23287 0.98240 2.54447 -0.288
```

Output
energy above the lowest of the compared OMol25 structures with the same formula, charge and spin	2.700	eV
largest force on an atom	0.043	Eh/bohr
total charge	+1
electronic energy	-2154.07834	a.u.
LUMO level	-4.63	eV
multiplicity	1
HOMO level	-11.13	eV

***

The lowest total charge belongs to which entry? C27H37BCrN5O

***

What is the formula in the second record? C27H37Cl2N4O2RuSi4Te